Entry 1:
Formula: C26H14Cl2MoN5O4S3
Source: the OMol25 dataset
Level of theory: the ωB97M-V functional and the def2-TZVPD basis

The geometry in XYZ format:
```
55
Properties=species:S:1:pos:R:3:forces:R:3:mulliken_spin:R:1
Mo -1.2415 -0.7839 0.3848 0.56 0.04 -0.15 2.496
Cl 1.6601 -6.0045 3.8704 -0.02 0.07 0.00 0.000
C 0.9497 -4.4691 3.4973 0.01 -0.07 -0.01 0.001
C 0.4033 -4.2839 2.2353 -0.05 -0.14 0.02 -0.003
C -0.1759 -3.0711 1.8999 0.00 0.05 -0.23 0.036
N -0.6695 -2.7419 0.6123 0.02 0.09 0.14 0.005
C -0.5427 -3.5393 -0.4794 0.02 0.00 -0.12 0.034
O -0.1645 -4.6953 -0.5333 -0.01 -0.02 -0.02 0.050
C -0.9482 -2.8334 -1.7623 -0.05 0.00 0.11 0.043
C -1.0263 -3.5391 -2.9471 0.05 -0.01 0.05 -0.012
C -1.4400 -2.8755 -4.0886 -0.01 0.01 -0.08 0.013
C -1.7541 -1.5270 -4.0150 0.03 -0.02 0.02 -0.005
C -1.6355 -0.8819 -2.7994 0.14 -0.02 -0.03 0.031
N -1.2382 -1.5232 -1.6955 -0.20 -0.16 -0.01 -0.060
C -0.2162 -2.0251 2.8473 0.10 0.12 -0.09 0.004
C 0.3544 -2.2182 4.0956 -0.12 0.02 0.13 -0.005
C 0.9292 -3.4390 4.4203 0.01 0.02 0.08 0.002
Cl 1.6177 -3.6271 5.9988 -0.02 -0.01 -0.05 0.000
N -0.7786 -0.8086 2.3875 0.07 -0.14 -0.07 -0.002
C -0.6707 0.3690 3.0588 -0.03 0.14 -0.01 0.024
O -0.2250 0.5686 4.1737 -0.04 -0.01 0.01 0.048
C -1.2134 1.5396 2.2590 -0.02 -0.15 0.01 0.040
C -1.3966 2.7674 2.8604 0.04 0.00 -0.01 -0.014
C -1.9402 3.7986 2.1109 0.00 0.04 0.00 0.017
C -2.2828 3.5696 0.7884 0.03 -0.01 0.01 -0.014
C -2.0585 2.3169 0.2509 0.09 0.04 0.04 0.037
N -1.5262 1.3240 0.9688 -0.09 0.00 0.18 -0.061
H 0.4390 -5.0848 1.5155 0.01 0.03 0.01 0.002
H -0.7644 -4.5872 -2.9342 -0.01 0.00 -0.01 0.001
H -1.5171 -3.4030 -5.0301 0.00 -0.01 0.00 0.001
H -2.0801 -0.9712 -4.8818 0.02 0.01 -0.01 0.000
H -1.8204 0.1763 -2.6982 -0.06 0.01 0.01 -0.015
H 0.3568 -1.4202 4.8190 0.00 -0.02 -0.01 0.002
H -1.1069 2.8763 3.8954 -0.01 0.01 0.00 0.001
H -2.0924 4.7740 2.5538 -0.01 0.00 0.00 0.001
H -2.6923 4.3475 0.1617 0.00 0.01 0.00 0.000
H -2.2708 2.1050 -0.7859 -0.05 0.00 0.03 -0.003
O 0.0931 2.4471 -3.8911 -0.05 0.02 -0.02 0.001
S 0.2698 2.7627 -2.5035 -0.01 0.06 0.03 0.004
O -0.5104 3.8296 -1.9359 -0.01 -0.01 -0.08 0.000
N 0.0580 1.3979 -1.6009 -0.09 -0.09 0.07 0.000
C 1.1518 1.0429 -0.9961 0.15 -0.22 -0.05 -0.003
S 1.2715 -0.3521 -0.0065 -0.16 0.45 -0.03 0.004
C 2.3288 1.9331 -1.2554 -0.12 -0.15 0.05 -0.001
C 3.6194 1.8418 -0.7678 0.03 0.00 0.00 -0.001
C 4.5357 2.8069 -1.1679 -0.02 0.01 -0.02 0.000
C 4.1649 3.8372 -2.0283 0.00 -0.01 0.01 0.000
C 2.8652 3.9314 -2.5137 0.03 -0.05 0.05 -0.001
C 1.9745 2.9613 -2.1060 0.13 0.14 -0.07 -0.001
H 3.8960 1.0413 -0.0943 0.00 0.00 0.00 0.000
H 5.5540 2.7588 -0.8063 0.00 0.00 0.01 0.000
H 4.8977 4.5767 -2.3222 0.01 0.00 0.00 0.000
H 2.5679 4.7291 -3.1801 -0.01 0.01 -0.01 0.000
S -4.7282 -0.8445 -0.0674 -0.23 0.00 -0.04 0.394
C -3.2311 -0.8800 0.2282 -0.05 -0.07 0.15 -0.093
```
Positions in Å, forces in eV/Å.

Calculated values
Expectation value of S²   3.78
Calculated total energy   -3757.175875 a.u.
Total charge   0
Highest occupied orbital energy (spin up / spin down)   -7.5 / -8.0 eV
Multiplicity   4
Largest force on an atom   0.0113 hartree/bohr
ΔE to the lowest compared entry with this formula, charge and spin   0.0 kJ/mol

Entry 2:
Formula: C26H14F6N2O8S2
Source: the OMol25 dataset
Level of theory: the ωB97M-V functional and the def2-TZVPD basis

The geometry in XYZ format:
```
58
Properties=species:S:1:pos:R:3:forces:R:3:nbo_charge:R:1
O -0.7983 -2.1249 3.6169 2.09 1.49 -1.09 -0.902
S 0.4760 -1.4741 3.9816 -3.93 -3.61 2.37 2.024
O 0.5203 -1.3939 5.4378 1.69 1.05 -1.89 -0.858
C 1.8021 -2.4558 3.2206 1.23 -0.91 -1.87 -0.333
C 1.4201 -3.1914 2.0013 1.63 1.24 1.97 -0.130
C 2.4702 -4.0025 1.3014 -0.48 0.64 0.76 0.147
N 2.2111 -4.7438 0.1383 3.59 0.74 2.79 -0.566
S 3.7309 -5.4040 -0.1392 -0.33 0.86 0.68 0.918
N 4.7325 -4.8195 1.0526 -3.39 1.07 0.50 -0.555
C 3.8872 -4.0320 1.8441 -1.32 0.09 -0.38 0.078
C 4.2099 -3.2646 3.0961 -1.63 0.79 0.23 -0.165
C 3.1998 -2.4716 3.8015 0.76 -1.75 -2.75 -0.110
C 3.6676 -1.7237 5.0862 1.24 -0.58 0.27 0.979
F 5.0572 -1.5492 5.0351 -2.02 -0.14 0.05 -0.335
F 3.4617 -2.5419 6.1931 -0.10 1.78 -1.53 -0.314
F 3.1419 -0.4736 5.2499 0.53 -1.99 -0.01 -0.302
C 0.4494 0.1708 3.1190 0.71 2.58 -1.99 0.745
F -0.6651 0.9638 3.4498 2.56 -2.35 -0.86 -0.299
F 1.5795 0.9364 3.3315 -2.06 -1.44 -0.07 -0.302
F 0.4798 -0.1283 1.7151 -0.49 0.54 3.19 -0.330
H 0.3482 -3.1456 1.6143 2.13 0.13 0.83 0.323
H 5.2629 -3.2827 3.4799 -1.27 -0.01 -0.44 0.264
C -1.8115 4.9680 -0.1433 0.12 0.03 -0.20 -0.216
C -0.8644 4.3589 -0.8548 -0.12 0.06 0.05 -0.247
C -0.3752 3.0101 -0.4872 0.16 -0.17 -0.06 0.486
O 0.4905 2.4558 -1.1364 -0.12 0.07 0.02 -0.499
C -0.9797 2.3616 0.6995 -0.12 0.21 -0.02 -0.234
C -1.9219 2.9745 1.4063 -0.11 -0.06 0.14 -0.229
C -2.4144 4.3219 1.0437 -0.19 0.15 0.15 0.471
O -3.2778 4.8755 1.6940 0.10 -0.08 -0.09 -0.486
H -2.1806 5.9542 -0.3965 0.00 0.00 0.03 0.233
H -0.4127 4.8164 -1.7246 0.09 0.09 0.24 0.238
H -0.6265 1.3850 0.9737 0.05 -0.01 -0.24 0.234
H -2.3712 2.5160 2.2783 -0.04 0.06 0.00 0.234
C -3.9226 -4.9825 -0.5878 0.04 0.18 0.12 -0.219
C -3.0511 -4.2759 0.1299 -0.18 0.07 -0.05 -0.226
C -1.6569 -4.7345 0.3097 -0.01 0.08 0.05 0.511
O -0.8604 -4.0902 0.9672 -0.97 -0.64 -0.59 -0.534
C -1.2646 -6.0050 -0.3373 0.05 -0.20 -0.06 -0.240
C -2.1352 -6.7125 -1.0553 0.20 0.03 0.08 -0.206
C -3.5319 -6.2551 -1.2367 -0.20 -0.16 -0.16 0.468
O -4.3254 -6.8976 -1.8921 0.11 0.09 0.09 -0.473
H -4.9473 -4.6633 -0.7299 0.00 -0.04 -0.02 0.237
H -3.3189 -3.3433 0.6107 0.05 -0.01 0.03 0.238
H -0.2394 -6.3226 -0.1942 0.01 0.07 0.02 0.239
H -1.8659 -7.6448 -1.5354 -0.05 0.01 -0.01 0.234
C 0.3657 7.2871 -5.2351 0.02 0.08 -0.20 -0.234
C 0.0908 6.9361 -6.4903 0.09 0.16 0.15 -0.222
C -0.5273 5.6277 -6.8043 -0.06 -0.08 -0.29 0.470
O -0.7762 5.3063 -7.9479 0.03 0.04 0.16 -0.480
C -0.8293 4.7259 -5.6694 -0.02 -0.07 0.22 -0.209
C -0.5544 5.0775 -4.4148 -0.07 -0.10 -0.19 -0.242
C 0.0637 6.3855 -4.1008 0.08 0.11 0.24 0.491
O 0.3140 6.7089 -2.9543 -0.09 -0.09 -0.24 -0.501
H 0.8181 8.2390 -4.9871 0.00 -0.02 0.05 0.235
H 0.3044 7.5835 -7.3314 -0.02 -0.04 -0.02 0.235
H -1.2816 3.7738 -5.9169 0.01 0.02 -0.04 0.234
H -0.7675 4.4304 -3.5758 -0.01 -0.05 -0.11 0.229
```
Positions in Å, forces in eV/Å.

Calculated values
Calculated total energy   -3105.949690 a.u.
Total charge   0
Highest occupied orbital energy   -10.0 eV
Largest force on an atom   0.1135 hartree/bohr
ΔE to the lowest compared entry with this formula, charge and spin   292.4 kJ/mol

Entry 3:
Formula: C26H15F4N3O2
Source: the OMol25 dataset
Level of theory: the ωB97M-V functional and the def2-TZVPD basis

The geometry in XYZ format:
```
50
Properties=species:S:1:pos:R:3:forces:R:3:nbo_charge:R:1
F -2.0142 -1.4456 0.9825 0.60 -0.23 0.59 -0.325
C -0.9672 -2.0017 1.6645 -0.15 -0.45 0.09 0.372
C -1.1445 -3.2371 2.2354 -0.41 0.44 -0.07 0.223
F -2.3492 -3.8309 2.2208 0.40 0.27 -0.17 -0.292
C -0.0532 -3.9901 2.8331 0.07 -1.09 0.50 0.331
O -0.1669 -5.1738 3.2001 -0.01 1.21 -0.26 -0.559
C 1.2072 -3.2723 2.8832 0.05 0.44 0.05 0.240
F 2.2424 -3.8895 3.4721 -0.29 0.20 -0.42 -0.289
C 1.3833 -2.0687 2.2532 0.52 -0.41 0.05 0.365
F 2.6511 -1.6373 2.0781 -0.71 -0.27 0.47 -0.291
C 0.3040 -1.3610 1.6413 -1.28 -1.43 1.04 -0.254
O 1.6322 0.4533 1.1150 -0.49 -0.22 -0.42 -0.620
C 2.8937 -4.2160 -1.8945 -0.21 -0.10 0.14 -0.155
C 1.9652 -4.3927 -0.8618 0.21 0.16 -0.19 -0.207
C 1.2056 -3.3163 -0.4341 -0.07 0.64 0.35 -0.180
C 1.4492 -2.0404 -0.9724 0.03 -0.68 -0.70 0.169
N 0.7019 -0.9367 -0.6079 1.25 2.70 -1.76 -0.092
C 0.6081 -0.2073 0.8294 1.13 0.87 0.25 0.574
N -0.5213 0.7274 0.3107 -0.18 0.59 -2.27 -0.387
C -0.9430 1.7796 1.1447 -0.40 0.78 1.15 0.191
C -1.7040 1.4634 2.2810 0.15 0.06 -0.37 -0.218
C -2.0523 2.4609 3.1873 0.04 0.16 -0.19 -0.204
C -1.6633 3.7856 2.9503 0.06 -0.10 -0.09 -0.196
C -0.9052 4.1103 1.8185 -0.29 -0.41 -0.03 -0.197
C -0.5518 3.1065 0.9191 0.18 -0.13 0.01 -0.224
C -0.3152 0.9072 -1.0278 -0.50 -0.36 2.39 0.449
C -0.8234 1.9543 -1.8988 -0.34 0.61 -0.83 -0.058
C 0.0185 2.2971 -2.9784 -0.21 0.17 0.43 -0.173
C -0.2786 3.4002 -3.7722 -0.35 -0.04 0.11 -0.217
C -1.4723 4.1060 -3.5590 0.20 -0.20 0.14 -0.177
C -2.3749 3.6943 -2.5660 0.19 -0.19 -0.06 -0.204
C -2.0661 2.6156 -1.7383 0.62 -0.16 -0.05 -0.185
N 0.4698 -0.0332 -1.5561 -0.71 -2.35 0.01 -0.252
C 2.3438 -1.8681 -2.0378 0.30 -0.37 -0.14 -0.181
C 3.0594 -2.9625 -2.5013 -0.11 0.26 0.14 -0.215
H 3.4649 -5.0783 -2.2404 -0.10 0.30 0.05 0.225
H 1.8203 -5.3612 -0.3871 0.03 0.16 -0.23 0.237
H 0.4055 -3.4164 0.2995 0.37 -0.23 -0.37 0.237
H -2.0354 0.4334 2.4014 0.11 0.27 0.18 0.232
H -2.6359 2.2003 4.0738 0.18 0.15 -0.33 0.225
H -1.9606 4.5706 3.6447 0.12 -0.21 -0.12 0.220
H -0.5977 5.1367 1.6131 -0.11 -0.29 0.16 0.222
H 0.0259 3.3448 0.0235 -0.06 -0.02 0.45 0.225
H 0.9158 1.6970 -3.1365 -0.20 0.35 0.01 0.237
H 0.4258 3.6997 -4.5482 -0.30 -0.04 0.14 0.227
H -1.7031 4.9772 -4.1747 0.05 -0.28 0.18 0.224
H -3.3188 4.2262 -2.4293 0.31 -0.20 -0.08 0.226
H -2.7605 2.2769 -0.9672 0.24 0.23 -0.18 0.235
H 2.4390 -0.8662 -2.4516 0.18 -0.39 -0.01 0.239
H 3.7457 -2.8212 -3.3346 -0.07 -0.16 0.25 0.227
```
Positions in Å, forces in eV/Å.

Calculated values
Calculated total energy   -1713.794957 a.u.
Total charge   0
Highest occupied orbital energy   -7.3 eV
Largest force on an atom   0.0673 hartree/bohr